225
Properties=species:S:1:pos:R:3 method="wB97M-V/def2-TZVPD" e_tot_ha=-8791.01787 smiles="CCOP(=O)(OCC)OCC.CCOP(=O)(OCC)OCC.CCOP(=O)(OCC)OCC.CCOP(=O)(OCC)OCC.CCOP(=O)(OCC)OCC.CCOP(=O)(OCC)OCC.CCOP(=O)(OCC)OCC.CCOP(=O)(OCC)OCC.ClC(Cl)Cl.Fc1ccccc1" charge=0
H 16.036 22.270 9.620
C 23.639 27.517 20.951
H 23.634 16.707 19.645
H 17.804 17.486 17.758
H 17.486 19.571 16.344
C 11.694 24.320 22.026
H 12.846 24.502 14.924
O 12.643 22.174 20.213
H 8.714 24.632 19.534
C 21.089 20.462 11.465
H 24.814 29.293 20.449
H 22.609 12.269 20.053
C 23.507 12.842 19.801
H 14.538 23.606 13.541
O 21.972 16.095 18.532
H 21.112 19.481 11.024
C 14.196 24.607 13.357
H 14.473 22.464 27.549
C 15.061 24.569 27.637
H 16.882 17.685 20.054
C 18.336 25.047 20.388
O 15.938 22.410 23.660
H 12.915 16.740 14.952
H 19.378 24.043 24.967
H 22.225 22.291 11.580
H 13.866 19.266 16.312
P 14.733 18.031 18.418
H 21.521 23.250 17.347
H 18.959 21.195 15.117
C 22.990 26.611 17.218
C 17.368 24.645 25.169
H 20.139 14.179 16.510
O 22.040 25.079 20.298
H 12.166 17.601 16.323
H 19.423 24.068 16.492
H 20.366 30.374 14.889
O 14.727 17.542 16.877
H 14.029 24.186 16.911
C 21.667 27.327 17.553
H 23.788 27.090 17.773
H 10.958 25.000 22.421
C 20.605 22.824 17.761
H 21.092 22.719 23.723
H 19.025 29.676 21.362
C 12.985 18.531 20.240
H 14.967 27.290 18.439
H 15.644 20.440 23.300
H 23.500 23.820 19.115
C 18.225 22.647 17.570
H 16.700 25.289 25.701
C 12.841 24.777 13.882
H 16.835 19.027 14.782
H 12.393 18.371 14.679
H 23.194 26.577 16.141
H 13.617 19.473 20.265
O 18.372 20.533 13.266
C 19.660 25.938 13.626
H 21.943 11.862 17.477
O 22.303 27.320 21.414
H 17.117 24.731 24.115
C 18.090 20.729 14.678
H 13.254 23.502 27.083
H 20.025 31.562 20.271
H 20.912 26.890 16.854
H 13.096 25.821 22.544
O 15.311 16.797 19.176
H 14.759 18.365 15.033
H 22.963 24.500 24.081
H 21.177 12.049 15.801
O 20.096 26.518 21.282
C 10.054 24.045 17.970
C 16.670 16.784 19.472
C 12.820 17.705 15.442
O 14.515 23.119 25.614
P 15.919 22.351 25.234
H 24.457 12.046 21.562
C 18.208 25.428 13.506
O 13.211 18.043 18.906
C 16.467 21.546 11.528
H 14.099 24.764 12.300
H 23.154 20.908 11.017
C 24.302 13.024 21.064
C 12.991 24.738 22.628
C 18.240 21.536 18.396
H 15.266 22.421 21.059
H 21.099 20.373 12.551
C 15.955 21.683 21.467
C 21.939 18.040 19.867
H 12.529 23.275 16.735
C 22.509 24.257 23.124
C 16.655 26.534 17.392
C 24.480 23.282 18.978
O 16.069 21.020 25.853
C 20.982 13.766 17.089
O 20.767 14.032 18.493
Cl 24.724 23.082 17.219
H 16.795 15.960 20.223
H 8.155 23.203 18.708
H 14.470 17.583 21.439
H 14.682 24.537 28.710
H 17.326 22.926 17.043
O 21.327 14.798 20.803
H 17.527 24.382 20.694
H 12.554 25.821 13.663
H 17.285 15.848 17.616
H 12.932 16.618 21.173
H 17.228 21.450 14.729
H 19.295 32.470 14.962
H 21.599 17.370 20.651
H 11.938 18.790 20.213
O 11.686 24.552 20.582
C 21.868 22.901 22.992
H 12.962 24.374 23.683
H 20.843 33.241 15.671
H 15.947 21.423 12.485
H 19.015 25.770 24.679
H 23.441 29.621 21.425
H 14.599 21.859 10.550
H 17.897 25.885 19.858
H 18.553 29.046 19.815
O 17.704 22.254 11.649
O 20.582 30.062 19.011
H 16.125 24.459 27.672
H 15.986 20.902 20.746
F 19.496 20.052 19.750
C 20.409 32.505 15.005
H 21.511 21.403 19.209
H 21.422 27.208 18.615
C 19.433 21.080 18.939
C 20.891 31.173 15.435
O 15.453 19.309 18.718
O 17.440 25.978 14.581
H 14.502 21.757 16.737
H 21.115 18.427 19.267
O 20.701 31.008 16.847
C 19.508 30.794 19.661
H 23.248 17.613 18.218
P 18.968 21.675 12.334
O 10.750 23.069 18.761
H 15.792 28.486 17.583
C 21.098 12.269 16.879
H 16.847 25.539 17.895
H 17.595 26.984 16.965
H 16.906 22.111 21.599
H 23.152 29.246 19.809
H 17.380 20.921 18.596
H 21.876 14.356 16.888
C 15.574 22.303 10.607
P 16.196 25.243 15.064
C 23.792 29.015 20.619
H 14.263 21.496 22.834
H 13.440 21.432 18.134
H 19.319 24.948 22.252
O 13.009 24.140 18.592
H 11.363 23.321 22.174
O 21.597 25.299 22.825
C 8.649 24.186 18.527
H 16.603 27.784 19.066
H 20.867 32.614 14.032
C 13.390 23.434 17.387
O 19.177 28.934 17.097
H 20.154 11.821 17.156
O 15.722 26.197 16.216
H 14.833 25.527 27.133
H 18.268 26.373 22.108
C 17.657 16.588 18.324
C 14.317 23.405 27.007
H 17.851 25.839 12.556
H 23.289 24.307 22.355
H 22.710 22.214 23.097
C 22.186 21.364 10.970
O 19.762 22.661 13.061
H 23.748 26.860 20.078
H 19.138 25.200 26.336
C 17.723 19.392 15.306
Cl 24.461 21.708 19.785
O 17.105 23.283 25.678
H 21.981 21.600 9.954
O 19.744 20.942 11.148
C 22.813 17.170 19.100
H 25.290 13.444 20.860
H 18.526 18.648 15.172
P 12.033 23.371 19.554
H 22.568 18.855 20.213
O 23.220 14.070 19.201
H 22.895 25.603 17.543
H 12.923 18.037 22.183
H 10.013 23.737 16.905
H 23.824 13.677 21.766
C 20.632 21.739 18.638
C 19.381 23.278 17.234
H 24.173 12.359 19.104
H 19.614 26.965 13.923
O 16.308 23.773 15.362
H 15.549 23.333 10.977
P 20.415 29.609 17.465
H 18.086 24.322 13.452
C 13.408 17.600 21.338
H 24.313 27.199 21.733
C 18.847 24.906 25.355
H 18.875 31.312 18.898
Cl 25.726 24.254 19.726
H 8.030 24.712 17.760
C 18.961 25.704 21.600
C 14.089 22.191 17.634
H 17.608 30.463 20.484
H 14.925 22.500 18.292
H 21.987 31.017 15.207
O 21.718 28.739 17.190
P 21.784 14.750 19.419
H 20.207 25.389 14.428
C 14.066 18.323 15.903
H 10.551 25.041 18.114
H 16.682 20.538 11.216
H 13.711 24.210 22.019
C 15.980 27.583 18.163
C 15.397 21.379 22.853
H 21.487 22.870 21.963
O 15.132 25.539 13.885
H 19.060 24.592 19.766
C 18.572 29.913 20.411
P 21.560 25.961 21.362
H 20.149 25.834 12.681
H 12.192 24.101 13.234
H 18.567 16.218 18.857

---

89
Properties=species:S:1:pos:R:3 method="wB97M-V/def2-TZVPD" e_tot_ha=-3324.86583 relative_energy_ev=4.6705 charge=0
C -2.577 3.322 -4.231
H 3.079 0.314 4.522
N 2.222 -1.876 -1.677
C -0.677 2.858 -2.720
C 4.616 0.767 -4.911
C -1.418 2.347 -0.136
C 2.733 -0.469 3.838
H -1.723 -5.967 3.411
Cl 4.370 2.839 -3.209
H -2.413 1.626 3.440
O -0.848 -2.762 -3.184
H -4.227 2.813 4.650
H -1.710 -4.585 4.531
C 1.975 -1.539 4.606
H 0.220 0.970 -3.065
N 1.066 -1.766 -2.523
H 0.262 5.787 -0.979
C -3.669 -0.973 5.199
C 2.759 -0.321 -5.962
H 2.656 -2.108 5.240
N 1.477 2.457 -3.832
C -3.472 3.405 -3.112
H 2.040 4.718 0.086
Cl 0.207 0.430 -5.731
C -3.041 3.197 -1.858
C 1.869 2.776 -0.680
O -2.049 0.054 0.424
H -2.898 -4.637 3.241
C -4.068 1.755 4.810
C -1.743 -0.903 3.575
H -1.584 3.135 0.600
C -1.630 2.964 -1.520
H 2.637 2.472 0.024
H 1.207 -1.088 5.239
H -2.967 3.452 -5.233
C 0.566 1.964 -2.772
O -0.801 -0.211 3.127
H 1.918 -2.378 -0.848
N -1.806 -2.253 3.468
O 1.575 -3.222 1.060
C -2.841 -0.264 4.334
C 2.019 -5.492 0.565
H -1.284 4.945 -2.441
C 0.024 -4.849 1.895
H -4.524 3.571 -3.304
H 4.802 -0.899 -6.240
C -4.681 -0.314 5.877
H -0.089 -5.925 1.916
H 2.727 0.446 -0.792
C -2.479 1.227 0.230
H 1.434 -5.966 -0.227
H 2.363 -1.074 -6.630
Pb -0.093 -1.262 0.882
H -3.735 3.152 -1.033
H -5.679 1.555 6.212
C 1.886 0.558 -5.345
C 3.734 1.625 -4.282
H 2.935 -5.086 0.142
C 4.122 -0.219 -5.745
O -3.640 1.616 0.337
H 1.490 -2.220 3.904
H 2.266 -6.252 1.308
C -4.883 1.046 5.683
C 0.354 4.721 -1.152
H 1.284 -1.790 -3.504
H 5.678 0.863 -4.731
H 3.607 -0.899 3.348
H -0.428 1.929 0.018
C 1.448 1.789 -1.562
C -3.048 1.102 4.140
C 1.430 4.100 -0.563
H -5.317 -0.859 6.562
H 2.919 -2.464 -2.123
C 2.345 1.549 -4.463
C 1.191 -4.392 1.188
O 1.941 0.116 2.806
C -1.870 -4.894 3.498
H -0.633 2.852 -4.896
C -0.918 -4.142 2.609
H 1.969 3.280 -3.509
H -3.511 -2.034 5.337
H 1.965 -0.098 -2.238
C -0.133 -2.507 -2.225
C -1.290 2.995 -4.055
C -0.698 4.183 -1.945
H 1.052 0.279 3.162
N -1.003 -2.792 2.580
N 1.974 0.565 -1.458
O -0.316 -2.735 -0.979

---

86
Properties=species:S:1:pos:R:3 method="wB97M-V/def2-TZVPD" e_tot_ha=-5267.60008 charge=+2
H 0.737 -0.117 1.276
H -2.264 3.495 4.668
O 1.528 -1.280 -0.765
H 2.077 -5.651 -5.683
C 3.024 -5.750 -6.223
H -0.030 -0.803 4.124
C 2.330 1.089 1.944
C -0.332 3.039 3.829
H 1.456 -4.127 2.406
N 2.562 -1.941 -4.627
H 3.150 -6.785 -6.534
H -0.468 3.583 2.870
H -3.058 -1.499 -2.642
Be -2.421 2.511 0.944
C 2.463 -0.677 0.134
O 3.780 -2.077 -4.682
H 0.204 -2.236 1.488
H 0.610 -2.453 -2.629
H 3.972 -4.465 -5.123
O -0.422 1.780 3.804
H -3.821 -3.411 -1.291
H 3.215 -1.426 0.316
F -2.850 3.470 -0.575
C 0.599 -2.146 2.506
H 2.999 -5.115 -7.113
C -1.220 3.684 4.909
F -3.269 5.548 -0.886
C 0.504 1.907 -1.070
H -0.774 -1.911 -0.799
F -2.609 4.463 -2.555
H -5.608 -1.686 -0.105
O 1.801 -2.934 -4.667
C -2.334 -2.119 -2.146
H 0.034 -1.151 -3.591
H 0.946 4.371 -0.901
C -1.056 0.066 -1.322
C -3.502 -1.886 0.174
H 1.466 3.045 5.286
H 1.961 3.056 3.540
H -1.068 -2.170 3.920
Br 3.611 3.448 5.092
O 4.108 -5.387 -5.381
H -3.842 -2.527 1.027
H -1.009 3.281 5.897
H -0.165 -4.095 3.061
H 3.214 1.383 1.408
C -2.446 4.626 -1.288
C -4.724 -1.092 -0.231
H 1.145 -3.543 4.030
H 0.414 5.022 -2.396
H 1.853 -0.169 -2.470
H 1.565 1.933 -0.916
H -4.828 -0.277 0.460
C -0.468 -1.433 3.377
H 2.743 -1.945 2.460
C 0.048 2.904 -2.120
Ca -2.328 -4.263 1.110
H 0.770 2.851 -2.917
H -1.150 -0.819 2.778
H -1.074 4.766 4.951
F -0.917 6.295 -1.077
O 2.047 -0.793 -4.491
C 1.792 -0.268 1.461
H 1.579 1.833 1.752
H -2.741 -1.234 0.590
N 0.128 0.521 -1.401
C 0.137 4.345 -1.613
C 1.063 -0.539 -1.836
H -2.038 -2.923 -2.793
H 0.015 2.173 -0.141
C 0.780 -3.560 3.018
C -2.979 -2.810 -0.958
C 1.867 -1.326 2.542
C 1.291 3.467 4.293
H -0.892 2.614 -2.558
C -1.061 -1.383 -1.712
F -0.939 4.809 0.461
H -2.236 -3.509 -0.519
H 1.370 4.557 4.318
H 1.897 -0.857 3.512
H 2.959 0.186 -0.277
C 0.164 -1.484 -2.573
C -1.014 4.984 -0.868
H -4.648 -0.692 -1.224
H 2.565 1.030 2.990
H -1.933 0.605 -1.041